[1]
Density functional theory data (ωB97M-V/def2-TZVPD) for a cluster of 9 separate species, C20H48ClF9O8Si in total.

total energy = -3040.7662 Eh
HOMO = -8.77 eV
HOMO-LUMO gap = 8.24 eV
SMILES = C=CC[Si@H](CCCCl)CCC(F)(F)C(F)(F)C(F)(F)C(F)(F)F.CO.CO.CO.CO.CO.CO.CO.CO
net charge = 0
F_max = 0.1072 hartree/bohr

XYZ file:
```
87
Properties=species:S:1:pos:R:3:lowdin_charge:R:1
C -0.883 5.529 -5.775 -0.06
C -0.657 5.600 -4.279 -0.19
C 0.904 5.535 -3.684 -0.31
Si 1.831 3.906 -4.209 0.63
C 0.562 2.553 -4.799 -0.31
C 1.238 1.085 -5.075 -0.30
C 0.147 -0.045 -5.648 -0.48
Cl 0.339 -1.659 -4.701 0.46
C 2.922 3.136 -2.823 -0.28
C 2.665 3.734 -1.318 -0.14
C 1.452 2.998 -0.481 -0.18
F 0.116 3.182 -1.162 -0.02
F 1.334 3.683 0.826 0.00
C 1.646 1.348 -0.357 -0.08
F 3.114 1.013 -0.467 0.01
F 0.871 0.787 -1.526 0.02
C 1.145 0.729 1.075 -0.08
F 1.963 1.194 2.255 0.02
F -0.251 1.196 1.366 0.03
C 1.121 -0.907 1.161 -0.12
F 1.994 -1.326 2.321 0.01
F 1.662 -1.610 -0.024 0.06
F -0.267 -1.329 1.542 0.04
H -0.004 5.639 -6.560 0.08
H -2.015 5.420 -6.116 0.07
H -1.582 5.697 -3.533 0.11
H 1.481 6.518 -4.028 0.09
H 0.778 5.641 -2.508 0.06
H 2.659 4.287 -5.382 -0.01
H -0.316 2.427 -4.009 0.10
H 0.031 2.891 -5.806 0.09
H 1.739 0.587 -4.138 0.07
H 2.111 1.247 -5.870 0.12
H 0.335 -0.258 -6.784 0.08
H -0.952 0.315 -5.465 0.07
H 2.820 1.970 -2.846 0.07
H 4.059 3.375 -3.087 0.10
H 2.544 4.920 -1.285 0.14
H 3.662 3.513 -0.700 0.14
C 3.308 -2.331 5.305 -0.16
O 2.611 -1.259 5.914 -0.13
H 3.741 -2.961 6.085 0.08
H 2.614 -2.924 4.704 0.06
H 4.107 -1.935 4.674 0.08
H 2.238 -0.718 5.198 0.08
C -0.573 -3.715 5.598 -0.12
O -0.004 -3.677 6.894 -0.14
H -1.099 -4.664 5.468 0.07
H -1.281 -2.890 5.485 0.09
H 0.219 -3.635 4.849 0.07
H 0.455 -2.824 6.979 0.07
C -2.716 -0.588 -3.374 -0.17
O -3.013 0.267 -4.463 -0.15
H -1.695 -0.961 -3.483 0.00
H -2.800 -0.030 -2.438 0.08
H -3.411 -1.431 -3.372 0.08
H -3.925 0.582 -4.339 0.09
C -1.881 -2.634 -8.175 -0.16
O -0.495 -2.655 -7.887 -0.16
H -2.154 -1.641 -8.539 0.08
H -2.106 -3.377 -8.944 0.07
H -2.446 -2.853 -7.265 0.08
H -0.283 -3.547 -7.566 0.08
C 0.532 -6.952 8.099 -0.17
O 1.110 -6.767 6.820 -0.14
H 0.347 -8.017 8.254 0.08
H 1.220 -6.588 8.866 0.08
H -0.414 -6.408 8.155 0.07
H 1.263 -5.813 6.710 0.06
C -3.633 8.285 -4.665 -0.17
O -2.592 8.285 -5.625 -0.15
H -4.044 7.276 -4.586 0.08
H -3.234 8.590 -3.694 0.07
H -4.420 8.974 -4.980 0.07
H -2.247 9.193 -5.673 0.08
C -0.778 -0.876 9.656 -0.17
O -0.829 -2.272 9.426 -0.13
H -1.248 -0.657 10.618 0.08
H 0.264 -0.547 9.680 0.08
H -1.318 -0.355 8.862 0.07
H -0.404 -2.436 8.567 0.03
C -1.711 -7.791 5.187 -0.16
O -2.825 -7.004 5.568 -0.13
H -2.063 -8.645 4.604 0.08
H -1.032 -7.191 4.577 0.07
H -1.195 -8.150 6.081 0.06
H -2.482 -6.254 6.084 0.06
```

[2]
Density functional theory data (ωB97M-V/def2-TZVPD) for a cluster of 7 separate species, C20H48F3IN10O9PS in total.

total energy = -3352.0819 Eh
HOMO = -9.96 eV
HOMO-LUMO gap = 4.79 eV
net charge = +1
F_max = 0.1647 hartree/bohr

XYZ file:
```
93
Properties=species:S:1:pos:R:3:lowdin_charge:R:1
N -1.267 -2.123 -1.444 -0.15
P -2.358 -3.173 -0.540 0.90
O -2.607 -4.636 -1.400 -0.30
N -1.489 -3.497 1.018 -0.14
C -1.438 -4.940 1.285 -0.49
N -0.295 -5.757 0.932 -0.01
S 1.155 -4.777 0.785 0.82
O 1.267 -4.085 -0.529 -0.26
O 2.292 -5.765 0.860 -0.28
C 1.388 -3.639 2.257 -0.47
F 0.632 -4.014 3.375 0.07
F 2.728 -3.592 2.639 0.10
F 1.045 -2.328 1.903 0.09
N -2.526 -5.450 1.876 -0.36
I -2.754 -7.451 2.315 1.01
H -0.443 -2.708 -1.665 0.02
H -0.936 -1.420 -0.745 0.02
H -1.749 -5.057 -1.646 0.06
H -1.982 -3.088 1.823 0.10
H -0.048 -6.445 1.664 0.09
H -3.316 -4.834 2.139 0.11
C -2.308 0.793 -1.625 -0.34
O -1.505 0.463 -0.764 -0.05
N -2.213 1.902 -2.398 -0.19
C -3.208 2.231 -3.402 -0.04
C -1.080 2.789 -2.215 -0.04
H -3.203 0.190 -1.843 0.13
H -2.724 2.277 -4.380 0.10
H -3.646 3.202 -3.167 0.06
H -4.000 1.480 -3.430 0.09
H -0.157 2.234 -2.395 0.09
H -1.073 3.155 -1.185 0.09
H -1.141 3.632 -2.903 0.09
C -6.269 4.679 -3.534 -0.34
O -5.241 4.528 -4.171 -0.01
N -6.354 5.253 -2.303 -0.20
C -7.617 5.398 -1.606 -0.06
C -5.142 5.735 -1.669 -0.04
H -7.243 4.347 -3.925 0.14
H -7.799 6.459 -1.417 0.09
H -7.563 4.862 -0.655 0.09
H -8.439 4.995 -2.198 0.09
H -4.679 6.491 -2.307 0.09
H -4.444 4.903 -1.550 0.08
H -5.368 6.166 -0.694 0.09
C -9.390 7.794 -5.107 -0.35
O -9.697 7.710 -3.933 0.00
N -8.213 8.290 -5.581 -0.20
C -7.922 8.356 -6.999 -0.06
C -7.219 8.766 -4.638 -0.04
H -10.072 7.462 -5.907 0.13
H -7.028 7.764 -7.209 0.09
H -7.744 9.398 -7.279 0.09
H -8.754 7.967 -7.587 0.08
H -6.938 7.947 -3.970 0.08
H -7.651 9.572 -4.041 0.10
H -6.336 9.130 -5.164 0.09
C 7.897 -2.746 3.466 -0.33
O 8.979 -2.506 2.967 0.01
N 6.821 -3.252 2.802 -0.20
C 5.560 -3.513 3.464 -0.07
C 6.943 -3.539 1.385 -0.04
H 7.700 -2.565 4.535 0.13
H 5.321 -4.576 3.368 0.09
H 4.780 -2.919 2.986 0.07
H 5.612 -3.252 4.522 0.09
H 7.743 -4.268 1.235 0.09
H 7.203 -2.620 0.854 0.10
H 6.007 -3.936 0.994 0.09
C -1.773 -1.742 6.563 -0.35
O -2.232 -1.341 5.508 0.00
N -0.468 -2.062 6.778 -0.20
C 0.008 -2.538 8.062 -0.06
C 0.474 -1.922 5.686 -0.04
H -2.407 -1.883 7.452 0.13
H 0.772 -1.852 8.437 0.09
H 0.442 -3.533 7.936 0.09
H -0.807 -2.594 8.785 0.09
H 0.483 -0.881 5.353 0.10
H 0.153 -2.551 4.857 0.06
H 1.475 -2.214 6.004 0.09
C 10.059 -3.547 -1.238 -0.35
O 9.938 -3.860 -2.407 0.01
N 11.156 -2.959 -0.691 -0.20
C 11.223 -2.614 0.717 -0.06
C 12.293 -2.667 -1.542 -0.05
H 9.255 -3.724 -0.506 0.11
H 11.379 -1.537 0.813 0.09
H 12.062 -3.146 1.174 0.09
H 10.304 -2.889 1.231 0.05
H 11.977 -1.997 -2.345 0.09
H 12.656 -3.597 -1.987 0.09
H 13.091 -2.199 -0.966 0.09
```

- Among the records above, which one has the lowest net charge?
  C20H48ClF9O8Si

- Among the records above, which one has the lowest net charge?
  C20H48ClF9O8Si